C41H30FN7O6S2Ti as an isolated structure at a distorted geometry, computed with wB97M-V/def2-TZVPD.

```
88
Properties=species:S:1:pos:R:3:forces:R:3:mulliken_charge:R:1
Ti 0.0911 -0.1483 0.5500 0.599 1.112 0.800 -2.020
C -2.5921 1.2928 -2.7027 -0.231 0.074 -0.219 -1.191
O -1.3246 1.0897 -2.1148 0.503 0.362 -0.269 0.296
C -0.3709 2.0184 -2.3971 0.288 -0.370 0.175 0.528
C -0.6004 3.1742 -3.1373 -0.185 0.083 0.078 -0.792
C 0.4332 4.0445 -3.4324 0.054 -0.085 -0.002 -0.891
C 1.7245 3.7675 -3.0172 -0.005 0.068 -0.054 -1.040
C 1.9704 2.6256 -2.2852 -0.231 -0.138 0.226 -0.097
C 0.9380 1.7464 -1.9516 -0.294 0.928 -0.750 0.003
N 1.2079 0.5846 -1.2085 1.445 -1.319 -0.188 1.829
N 2.3918 0.1494 -1.4490 -1.348 1.001 -0.471 -0.884
C 2.8783 -1.0053 -0.9565 -0.532 -1.179 0.887 0.060
C 2.0819 -1.9768 -0.2895 1.243 0.188 -0.805 0.031
O 0.8471 -1.7333 0.0358 0.653 -1.533 -0.687 0.073
C 2.6607 -3.2494 -0.0160 -0.127 -0.054 0.128 -0.610
C 3.9776 -3.4968 -0.2594 -0.319 0.127 0.009 -1.025
C 4.8175 -2.5191 -0.8499 -0.032 0.352 -0.140 0.866
C 6.1869 -2.7553 -1.0690 0.115 0.079 -0.052 -1.048
C 6.9710 -1.8031 -1.6648 0.099 -0.271 0.090 -0.576
C 6.4094 -0.5944 -2.0902 -0.228 0.091 0.012 -0.769
C 5.0771 -0.3386 -1.8920 0.139 0.067 -0.060 -0.477
C 4.2589 -1.2804 -1.2460 0.064 -0.252 0.115 1.018
H -2.5239 1.1971 -3.7916 -0.049 -0.049 0.019 0.331
H -3.2448 0.5142 -2.3109 0.024 -0.024 -0.013 0.240
H -3.0010 2.2724 -2.4491 0.055 -0.171 -0.026 0.333
H -1.5941 3.4302 -3.4646 -0.103 -0.085 -0.049 0.464
H 0.2181 4.9414 -3.9942 -0.003 0.069 -0.036 0.429
H 2.5293 4.4466 -3.2496 0.098 0.065 0.005 0.401
H 2.9580 2.4068 -1.9090 0.013 0.029 -0.004 0.468
H 2.0226 -4.0008 0.4303 -0.031 -0.014 0.021 0.622
H 4.4070 -4.4583 -0.0099 -0.023 -0.056 0.045 0.400
H 6.6097 -3.6985 -0.7511 0.042 -0.066 0.008 0.417
H 8.0241 -1.9844 -1.8149 0.103 -0.045 -0.021 0.398
H 7.0333 0.1421 -2.5732 0.039 0.078 -0.063 0.427
H 4.6313 0.5841 -2.2273 0.032 0.092 0.010 0.427
S -4.0183 -2.1300 -0.0849 0.535 0.176 -0.030 -0.394
C -3.2679 -2.2455 -1.6490 0.387 0.210 0.214 1.030
C -3.7759 -2.8107 -2.8064 0.040 0.019 -0.077 -0.797
C -2.9546 -2.8530 -3.9160 -0.174 -0.064 -0.033 -0.627
C -1.6600 -2.3340 -3.8753 0.049 0.051 -0.022 -1.031
C -1.1532 -1.7601 -2.7291 0.021 -0.025 0.070 0.087
C -1.9610 -1.7151 -1.5954 -0.545 -0.557 -0.827 -1.379
N -1.6059 -1.2471 -0.3664 -0.132 0.332 1.120 2.019
C -2.5287 -1.4377 0.5317 -0.778 -0.442 -0.664 0.833
C -2.2736 -1.2582 1.9341 0.333 0.018 0.737 0.649
C -3.2570 -1.5503 2.8872 0.180 0.054 -0.293 -0.793
C -2.9225 -1.5679 4.2227 -0.063 -0.008 0.022 -1.081
C -1.6141 -1.2882 4.5924 0.040 0.012 -0.091 -1.109
C -0.6650 -0.9410 3.6413 0.231 -0.011 -0.065 -0.225
C -0.9433 -0.9125 2.2723 -0.819 -0.243 0.226 0.718
H -4.7733 -3.2218 -2.8210 -0.091 -0.044 -0.077 0.457
H -3.3183 -3.3124 -4.8232 -0.017 0.005 -0.080 0.407
H -1.0458 -2.3868 -4.7613 0.078 -0.001 -0.064 0.459
H -0.1510 -1.3593 -2.6873 0.039 0.021 -0.025 0.383
H -4.2672 -1.7732 2.5699 -0.100 -0.062 0.036 0.498
H -3.6671 -1.8162 4.9640 -0.046 0.004 0.082 0.433
H -1.3361 -1.3354 5.6358 0.046 0.060 0.075 0.463
H 0.3248 -0.6869 4.0025 -0.044 0.084 -0.035 0.455
F -6.2133 0.0221 2.2486 0.005 -0.034 -0.143 -0.441
C -5.6302 0.8700 1.3852 0.332 0.039 0.522 0.403
C -4.4741 1.4778 1.7222 -0.872 -0.611 0.007 -0.143
N -3.8646 2.3693 0.8953 0.071 0.200 -0.468 0.273
C -2.6082 2.9805 1.2853 0.813 -0.079 0.042 -1.781
C -1.4899 1.9219 1.5107 -0.795 1.368 1.730 0.289
O -0.9804 1.8033 2.6093 -0.224 0.316 -0.069 -0.598
O -1.1910 1.2198 0.4923 -0.939 0.145 -1.249 0.900
C -4.4348 2.7282 -0.3108 0.091 -0.061 0.163 0.318
O -3.9567 3.5610 -1.0466 0.031 0.360 -0.209 -0.688
N -5.5889 2.0520 -0.6302 -0.200 0.014 -0.275 0.029
C -6.2951 1.1055 0.1130 0.393 0.191 0.035 0.312
O -7.3025 0.6017 -0.3155 -0.164 -0.184 0.123 -0.640
H -3.9885 1.2727 2.6664 0.033 -0.010 0.042 0.557
H -2.7398 3.5600 2.2037 0.086 -0.122 -0.146 0.295
H -2.3035 3.6350 0.4627 -0.077 -0.065 0.218 0.401
H -6.0009 2.2984 -1.5237 0.088 0.003 0.152 0.254
C 4.8430 0.7739 4.5445 0.028 0.023 -0.033 -1.335
C 3.7541 0.4554 3.5756 -0.136 -0.299 -0.101 0.975
C 3.2488 -0.8542 3.4657 -0.350 -0.056 -0.330 -1.326
C 2.2426 -1.0618 2.5517 0.499 -0.551 0.495 -0.382
N 1.7398 -0.0703 1.8080 0.349 0.316 0.596 1.106
C 2.2788 1.1737 1.9800 -0.234 0.133 -0.299 0.190
S 1.6362 2.3952 1.0286 -0.244 -0.135 -0.156 -0.464
N 3.2800 1.4254 2.8349 0.322 0.319 0.270 -0.606
H 5.6320 0.0261 4.4918 0.058 -0.042 0.030 0.360
H 4.4388 0.7626 5.5563 0.007 0.014 0.093 0.284
H 5.2493 1.7577 4.3338 0.010 0.053 0.015 0.354
H 3.6324 -1.6513 4.0789 0.020 -0.174 -0.009 0.416
H 1.8200 -2.0525 2.4022 -0.040 0.188 0.037 0.594
```
Forces are in eV/Å.

Its relative energy (zero: lowest compared OMol25 entry of this formula, charge and spin) is 68.8 kJ/mol. As for the LUMO energy: -1.16 eV. For the maximum force, the calculation gives 2.34 eV/A. As for the total energy: -4161.00320 a.u. The calculation puts the HOMO energy at -0.28291 Eh.